[1]
Computed, not measured: a cluster of 3 separate species, C39H36B2F5O12S2 in total, with ωB97M-V with the def2-TZVPD basis set.

Spin multiplicity ... 1
Energy ... -3756.30310 a.u.
LUMO energy ... 0.481 eV
Net charge ... -1
HOMO energy ... -5.30 eV

The geometry in XYZ format:
```
96
Properties=species:S:1:pos:R:3:forces:R:3:mulliken_charge:R:1
C -3.301779 4.875492 3.104461 -0.2 0.0 -0.1 -0.86
O -2.372278 4.427431 2.163907 0.2 0.0 0.1 -0.12
C -2.963620 4.247395 0.904812 -0.3 -0.3 -0.3 -0.89
C -1.919669 3.962749 -0.158812 0.4 -0.1 0.4 -0.62
C -0.613126 4.761263 -0.025754 -0.1 0.0 0.1 -0.28
C 0.573773 3.829408 -0.213213 -0.2 1.4 -1.0 -0.41
O 0.934271 3.190624 0.920900 -0.1 -0.5 0.2 -1.04
B 2.189104 2.425009 0.533856 -0.5 0.4 0.7 1.56
C 1.750724 0.991293 -0.105085 0.3 0.0 0.5 0.07
C 1.603802 -0.055999 1.026245 -0.3 0.7 -0.2 -0.84
C 0.140121 -0.186659 1.484970 0.4 -0.1 0.0 -0.29
S -0.155443 0.252281 3.215284 -0.4 -0.4 0.6 -0.31
O 2.815259 3.414738 -0.433287 0.1 0.4 -0.4 -1.01
C 1.935641 4.397211 -0.804495 1.1 -2.9 0.4 0.62
O 2.036691 4.513796 -2.204834 -1.0 0.8 0.1 -0.24
B 1.415457 5.616669 -2.757073 0.5 0.5 -0.4 0.67
O 2.203125 6.731531 -3.017647 -0.1 -0.3 -0.1 -0.65
O 0.086556 5.604387 -3.123766 0.1 -0.5 0.6 -0.57
S 2.628671 5.843419 0.093180 -1.0 0.8 1.0 1.17
O 1.936303 7.070316 -0.253295 0.2 0.0 -0.7 -0.76
O 2.717275 5.595355 1.502767 0.2 -0.3 -0.1 -0.65
C 4.420680 5.945309 -0.463183 0.1 0.2 -0.7 0.72
F 4.640712 5.271383 -1.609909 -0.1 0.3 0.6 -0.22
F 4.680204 7.263005 -0.691133 -0.1 -0.5 0.1 -0.29
C 5.441930 5.459683 0.599189 0.3 -0.3 0.0 0.55
F 6.666308 5.531172 0.009043 -0.4 -0.1 0.4 -0.28
F 5.234661 4.200450 0.980810 0.2 0.8 -0.2 -0.13
F 5.461527 6.272915 1.664742 0.0 -0.4 -0.4 -0.25
H -4.152635 4.193637 3.194313 -0.1 -0.1 0.0 0.31
H -2.819585 4.955616 4.069921 0.2 0.0 0.1 0.22
H -3.691732 5.855070 2.813796 -0.1 0.2 0.0 0.33
H -3.599168 5.101290 0.645139 0.1 0.3 0.0 0.42
H -3.638813 3.385198 0.957327 -0.2 -0.1 0.0 0.42
H -2.343687 4.115140 -1.147020 -0.2 0.0 -0.1 0.38
H -1.675769 2.904371 -0.097563 0.1 -0.2 0.1 0.01
H -0.616493 5.562894 -0.756186 0.1 0.1 -0.1 0.49
H -0.534192 5.210221 0.958224 0.0 0.0 0.2 0.55
H 0.315810 3.160878 -1.054452 0.0 -0.3 -0.1 -0.07
H 2.877777 2.379384 1.541007 0.2 -0.4 -0.1 -0.47
H 2.415335 0.632945 -0.890066 0.2 0.0 0.0 0.41
H 0.759331 1.075362 -0.553141 0.0 0.1 -0.4 -0.34
H 2.154835 0.313716 1.883071 0.4 -0.2 0.1 0.36
H 2.014495 -1.019179 0.735292 -0.1 -0.2 0.0 0.33
H -0.184614 -1.221277 1.428195 -0.2 -0.2 0.1 0.20
H -0.523241 0.395664 0.858702 -0.1 0.1 -0.1 0.22
H 0.010892 1.581180 3.242495 0.1 0.1 -0.5 0.07
H 1.924162 7.504447 -2.524818 0.1 0.3 0.1 0.29
H -0.255810 6.490596 -3.018877 -0.3 0.3 -0.5 0.25
C -0.939209 -5.610045 -4.480829 0.0 0.0 0.0 -0.59
C -0.210658 -5.273993 -3.343758 0.0 0.0 0.0 -0.33
C 0.080263 -3.949301 -3.070076 0.0 -0.1 0.1 -0.63
C -0.347931 -2.954561 -3.938862 -0.1 0.0 -0.1 0.14
C -1.061581 -3.291223 -5.090093 0.0 0.1 0.1 0.16
C -1.363108 -4.622064 -5.351865 0.0 -0.1 0.0 -0.54
C -1.495346 -2.240973 -6.058759 -0.1 0.0 -0.1 0.60
O -2.121858 -2.537674 -7.055901 0.0 0.0 0.0 -0.70
C -1.132724 -0.825827 -5.768817 0.0 -0.1 0.1 0.46
C -1.479596 0.167419 -6.676275 0.0 0.1 -0.1 -0.64
C -1.159936 1.487798 -6.409531 0.0 0.0 0.1 -0.58
C -0.498714 1.826323 -5.232163 0.0 0.0 -0.1 -0.51
C -0.145666 0.841326 -4.326588 0.0 0.1 0.0 -0.71
C -0.454602 -0.486002 -4.596436 -0.1 -0.1 -0.1 0.00
C -0.039646 -1.530404 -3.620241 0.0 0.2 0.1 0.32
O 0.532006 -1.222001 -2.601885 0.1 -0.2 0.2 -0.62
H -1.171948 -6.646308 -4.687972 0.0 0.0 0.0 0.39
H 0.129517 -6.049538 -2.669972 0.0 0.0 0.0 0.43
H 0.641148 -3.677986 -2.186127 0.0 0.1 0.0 0.58
H -1.925523 -4.875860 -6.239270 0.0 0.1 0.0 0.47
H -1.996666 -0.099178 -7.587243 0.0 -0.1 0.0 0.46
H -1.427580 2.259384 -7.119234 0.0 0.0 0.0 0.39
H -0.256097 2.859708 -5.022147 0.0 0.0 0.0 0.54
H 0.372118 1.095041 -3.410485 0.0 -0.1 0.0 0.87
C -1.689194 -4.219424 7.551716 0.0 0.0 0.0 -0.41
C -1.727385 -3.102409 6.723646 0.0 -0.1 0.1 -0.62
C -1.504401 -3.234893 5.364393 0.0 0.1 0.0 -0.54
C -1.232282 -4.487628 4.827554 0.0 -0.1 0.0 0.24
C -1.172676 -5.606845 5.662870 0.0 0.0 -0.1 0.33
C -1.411590 -5.468030 7.023967 0.0 0.0 0.1 -0.66
C -0.839355 -6.952702 5.119857 0.0 -0.1 0.1 0.58
O -0.793713 -7.927513 5.842309 0.0 0.0 0.0 -0.68
C -0.556014 -7.071191 3.660793 0.0 0.1 0.0 0.29
C -0.191707 -8.306147 3.139172 0.0 -0.1 -0.1 -0.57
C 0.061643 -8.436380 1.785430 0.0 0.0 0.0 -0.63
C -0.055426 -7.334611 0.943945 0.0 0.0 0.0 -0.22
C -0.413657 -6.101097 1.458283 0.0 -0.1 -0.1 -0.80
C -0.657194 -5.963245 2.818495 0.0 -0.1 0.1 0.17
C -1.013337 -4.618438 3.358423 0.0 0.1 0.0 0.43
O -1.119521 -3.664634 2.621747 0.0 0.0 0.0 -0.63
H -1.870806 -4.112432 8.612993 0.0 0.0 0.0 0.39
H -1.930887 -2.125160 7.139964 0.0 0.0 0.0 0.43
H -1.536875 -2.365242 4.721993 0.0 0.0 -0.1 0.51
H -1.374482 -6.338978 7.662868 0.0 -0.1 -0.1 0.46
H -0.106242 -9.158464 3.798237 0.0 0.0 0.1 0.46
H 0.349946 -9.397850 1.381560 0.0 0.0 0.0 0.40
H 0.137313 -7.440571 -0.115477 0.0 0.0 0.0 0.37
H -0.502598 -5.238961 0.811748 0.0 0.1 0.1 0.68
```
Forces are in eV/Å.

---

[2]
Computed, not measured: an isolated molecule of C3H6N2O, with ωB97M-V with the def2-TZVPD basis set.

Spin multiplicity ... 1
ΔE to the lowest compared entry with this formula, charge and spin ... 11.0 kcal/mol
Energy ... -302.67550 a.u.
LUMO energy ... 0.883 eV
HOMO energy ... -9.19 eV
Structure (SMILES) ... O=C1NCCN1

The geometry in XYZ format:
```
12
Properties=species:S:1:pos:R:3:forces:R:3:mulliken_charge:R:1
C -0.278584 -0.709246 -0.502111 0.7 1.6 0.6 0.28
C -0.347015 1.225862 0.964129 1.4 -0.8 1.1 -0.31
C 1.156519 0.897648 0.569863 0.3 -0.6 0.7 -0.41
H -2.075941 0.369687 0.050616 2.7 -1.1 0.3 0.27
H -0.677858 2.259285 0.723362 0.3 -0.8 -0.2 0.26
H -0.463806 1.088790 2.083782 0.0 0.3 -1.2 0.19
H 1.828910 0.624133 1.421460 -0.9 0.2 -0.3 0.23
H 1.659290 1.740312 0.116852 -0.1 0.2 -0.5 0.25
H 1.724872 -0.862510 -0.674350 0.5 0.2 0.2 0.20
N -1.031091 0.164798 0.259464 -4.4 1.1 -0.3 -0.19
N 1.013618 -0.254844 -0.319763 -0.3 -0.1 -0.3 -0.15
O -0.632334 -1.634368 -1.186364 -0.3 -0.2 0.0 -0.62
```
Forces are in eV/Å.

---

[3]
Computed, not measured: a cluster of 2 separate species, C5H13N3 in total, with ωB97M-V with the def2-TZVPD basis set.

Spin multiplicity ... 1
ΔE to the lowest compared entry with this formula, charge and spin ... 57.5 kcal/mol
Energy ... -362.49064 a.u.
LUMO energy ... 1.036 eV
HOMO energy ... -8.82 eV
Structure (SMILES) ... C=CN=C.NCCN

The geometry in XYZ format:
```
21
Properties=species:S:1:pos:R:3:forces:R:3:mulliken_charge:R:1
N 1.662945 -1.186911 -2.030626 -0.5 -0.5 0.1 -0.61
C 0.672188 -0.817890 -1.023486 0.3 -0.6 -0.9 -0.11
C -0.108379 -2.080982 -0.710906 -0.4 0.9 0.1 -0.63
N -0.892154 -1.711612 0.458006 -0.6 -0.4 -0.3 -0.41
H 2.443672 -1.743556 -1.735427 0.0 -0.2 0.5 0.18
H 2.030817 -0.424441 -2.514823 0.6 1.5 -0.8 0.22
H -0.023691 -0.087899 -1.466699 0.4 -0.2 0.2 0.26
H 1.052687 -0.368820 -0.089073 0.1 -0.2 -0.3 0.11
H -0.831571 -2.300561 -1.505715 0.4 0.0 -0.1 0.26
H 0.578524 -2.936422 -0.644374 -0.2 0.0 0.4 0.30
H -1.755029 -2.210663 0.473036 -0.6 -0.3 0.1 0.19
H -0.433941 -1.906879 1.312432 0.6 -0.2 0.9 0.21
C -1.143058 2.178986 0.494504 0.1 -1.2 1.3 -0.10
C -1.700202 1.368182 1.419242 0.7 -0.1 -1.2 -0.51
C 1.064030 2.362879 1.107367 -1.0 -0.6 -1.8 -0.36
N 0.219341 2.121551 0.150516 1.4 1.0 1.1 -0.39
H -1.736261 2.875375 -0.075635 0.0 0.4 0.1 0.37
H -1.234881 0.403835 1.688267 0.0 1.0 0.2 0.12
H -2.717971 1.542466 1.691173 -0.6 -0.2 0.0 0.28
H 2.146936 2.404834 0.875422 -0.7 -0.2 0.2 0.26
H 0.706001 2.518529 2.126805 0.1 0.2 0.0 0.34
```
Forces are in eV/Å.

---

[4]
Computed, not measured: a cluster of 10 separate species, C20H40Cl20 in total, with ωB97M-V with the def2-TZVPD basis set.

Spin multiplicity ... 1
ΔE to the lowest compared entry with this formula, charge and spin ... 8.8 kcal/mol
Energy ... -9989.94213 a.u.
LUMO energy ... 0.208 eV
HOMO energy ... -10.42 eV
Structure (SMILES) ... ClCCCl.ClCCCl.ClCCCl.ClCCCl.ClCCCl.ClCCCl.ClCCCl.ClCCCl.ClCCCl.ClCCCl

The geometry in XYZ format:
```
80
Properties=species:S:1:pos:R:3:forces:R:3:mulliken_charge:R:1
Cl 2.626155 -3.602983 -2.663065 0.0 -0.1 0.1 -0.19
C 3.199554 -3.662629 -0.965945 -0.2 0.1 0.2 -0.11
C 3.602425 -5.043415 -0.492489 -0.3 0.5 -0.4 -0.46
Cl 2.217462 -6.158760 -0.447114 -0.1 -0.1 -0.1 -0.18
H 2.401881 -3.253971 -0.349337 0.0 0.0 0.0 0.15
H 4.059735 -2.999905 -0.912987 0.0 0.0 0.1 0.13
H 3.952153 -4.955771 0.531912 0.3 -0.1 -0.1 0.32
H 4.353086 -5.431168 -1.176069 0.1 -0.3 0.3 0.34
Cl -0.017984 1.835914 5.164761 -0.1 0.0 0.1 -0.23
C -0.780218 2.647686 3.755862 0.8 0.2 0.2 0.26
C -0.158590 4.011961 3.514613 -0.7 -0.1 -0.1 -0.19
Cl -0.465716 5.121680 4.879332 0.2 0.0 0.0 -0.19
H -1.841555 2.740034 3.960139 -0.1 -0.1 -0.1 0.42
H -0.540265 1.988698 2.926914 -0.4 0.1 -0.2 -0.39
H -0.665734 4.470550 2.667027 0.1 -0.1 -0.1 0.35
H 0.906115 3.954319 3.314214 0.1 0.0 0.2 0.01
Cl -0.972399 -0.302989 1.328570 -0.3 -0.1 0.1 -0.13
C 0.271791 -0.285132 0.062687 0.6 0.0 0.2 -0.56
C 0.530604 1.128197 -0.416876 -0.5 -0.8 -0.4 -0.71
Cl 1.400616 2.132314 0.748211 0.0 0.2 0.1 0.03
H -0.039191 -0.926119 -0.759010 -0.2 0.2 0.0 0.32
H 1.147053 -0.745245 0.512147 0.1 0.1 0.0 0.35
H -0.441228 1.575658 -0.610572 0.2 0.3 0.0 0.39
H 1.095460 1.070336 -1.346048 0.1 0.2 0.1 0.26
Cl -3.314674 2.899875 -4.500259 0.0 0.2 0.0 -0.18
C -3.962814 1.303602 -4.074313 -0.5 0.0 0.6 -0.53
C -2.884003 0.318000 -3.698553 -0.3 -0.6 -1.2 -0.24
Cl -2.226062 0.544971 -2.086232 0.0 0.1 0.3 -0.08
H -4.578058 0.958543 -4.902708 0.4 -0.1 -0.2 0.38
H -4.658684 1.430934 -3.243562 0.2 0.1 0.0 0.30
H -2.074048 0.331181 -4.427598 0.1 0.2 0.2 0.27
H -3.296985 -0.691166 -3.766125 -0.1 0.1 0.3 0.05
Cl 0.338795 2.399440 -5.184821 0.0 -0.1 -0.2 -0.15
C 1.061970 3.938130 -4.651423 -0.1 -0.2 0.2 -0.45
C 1.429157 3.838008 -3.186419 -0.4 0.3 -0.1 -0.52
Cl 2.696346 2.621981 -2.903288 0.1 0.1 0.0 -0.13
H 0.287493 4.691149 -4.782586 0.1 0.1 0.0 0.30
H 1.911635 4.158883 -5.290470 0.0 0.0 0.0 0.36
H 0.541218 3.559463 -2.622343 0.1 -0.2 0.1 0.24
H 1.767753 4.801177 -2.806236 0.2 -0.1 -0.1 0.36
Cl 5.349866 1.140499 4.570390 0.0 0.2 0.0 -0.20
C 4.104558 2.365145 4.135508 0.4 -0.4 -0.7 -0.31
C 4.135603 2.628831 2.635731 -0.1 -0.4 0.2 0.20
Cl 5.727021 3.243511 2.094925 -0.3 -0.1 0.0 -0.19
H 4.292887 3.278767 4.687455 -0.1 -0.1 0.3 0.39
H 3.186128 1.839456 4.378199 -0.3 0.5 0.2 0.11
H 3.385413 3.353505 2.323144 0.1 0.2 0.3 0.12
H 3.896196 1.699605 2.118851 0.4 0.1 -0.1 -0.11
Cl -4.491572 -4.112078 1.351813 0.1 0.0 -0.1 -0.20
C -4.293372 -2.381805 0.950819 -0.2 0.0 0.2 0.46
C -4.840554 -2.024654 -0.405222 0.2 0.6 0.2 0.33
Cl -6.626402 -2.112455 -0.427591 0.1 -0.2 -0.2 -0.22
H -3.236976 -2.141713 1.029964 0.0 -0.1 -0.2 -0.48
H -4.817319 -1.836027 1.731430 -0.1 0.0 0.0 0.11
H -4.410985 -2.600139 -1.219922 -0.2 -0.2 0.1 -0.08
H -4.595995 -0.974275 -0.578810 0.0 0.0 0.0 0.11
Cl -3.000901 -3.770313 -3.401373 0.1 0.1 -0.3 -0.18
C -2.397466 -5.111208 -2.395479 0.0 0.2 0.4 -0.55
C -1.162945 -4.748636 -1.589538 -0.3 -0.1 0.1 -0.40
Cl -1.379040 -3.237444 -0.651711 0.2 -0.1 -0.2 -0.08
H -2.166757 -5.935495 -3.064381 0.0 -0.1 0.0 0.40
H -3.220138 -5.362077 -1.729611 0.0 -0.1 0.0 0.28
H -0.276294 -4.679146 -2.212558 0.1 0.2 0.1 0.23
H -1.030510 -5.510777 -0.824543 0.2 -0.1 -0.2 0.25
Cl -2.866355 -1.838290 3.888836 0.1 -0.1 0.4 -0.15
C -3.220344 -0.102393 4.026732 -0.1 0.4 -0.7 0.04
C -4.478296 0.185554 4.814116 0.0 0.0 0.4 -0.49
Cl -5.927534 0.141212 3.781130 -0.2 -0.1 -0.1 -0.20
H -3.355894 0.221907 2.994223 -0.1 0.2 0.1 0.23
H -2.358427 0.445056 4.404689 0.0 -0.4 0.3 -0.07
H -4.471724 1.174994 5.267021 0.2 0.1 -0.1 0.33
H -4.629780 -0.535201 5.614230 0.1 -0.1 -0.1 0.34
Cl 6.998828 0.914017 -0.465020 0.0 -0.1 -0.4 -0.19
C 5.443006 1.239550 -1.296513 0.0 0.6 1.2 -0.50
C 4.569399 0.011430 -1.320644 -0.1 0.2 -0.7 -0.31
Cl 3.860412 -0.342811 0.279139 0.3 -0.1 0.0 -0.19
H 5.607998 1.733147 -2.250691 0.2 -0.6 -0.3 0.45
H 4.978044 2.007431 -0.674544 -0.1 -0.1 0.0 0.21
H 5.105834 -0.866249 -1.671802 0.1 0.0 0.1 0.40
H 3.734110 0.186136 -1.998366 0.0 0.0 0.1 0.12
```
Forces are in eV/Å.

---

[5]
Computed, not measured: an isolated molecule of C3HBr2N3O, with ωB97M-V with the def2-TZVPD basis set.

Spin multiplicity ... 1
Energy ... -5502.20953 a.u.
LUMO energy (alpha / beta) ... -1.032 / -1.474 eV
HOMO energy (alpha / beta) ... -8.33 / -7.59 eV

The geometry in XYZ format:
```
10
Properties=species:S:1:pos:R:3:forces:R:3:mulliken_charge:R:1
C 0.309323 -1.066381 -0.118022 0.0 -0.9 0.1 0.36
C -1.584347 0.854322 -0.392387 1.1 -0.3 -0.5 -0.12
C 1.134260 0.015618 -0.029587 0.9 0.5 0.1 0.02
N -0.659771 1.457437 0.218869 -1.4 1.0 0.3 -0.45
N -0.098968 -2.166030 -0.135732 0.1 1.3 0.0 0.57
N 0.623548 1.262403 0.034062 1.1 -0.6 -0.1 0.19
O -0.664796 -3.199976 -0.225223 -0.3 -1.0 0.0 -0.64
Br -3.315031 0.932700 0.239058 -0.6 0.1 0.4 -0.05
Br 3.009751 -0.148777 0.308701 -0.7 0.0 -0.2 -0.15
H 1.246027 2.058680 0.100259 -0.3 -0.1 0.1 0.25
```
Forces are in eV/Å.